[1]
Here is one molecule with the formula C4H10O from the Open Molecules 2025 dataset. Energies are from ωB97M-V/def2-TZVPD.

Output
SMILES: CCOCC
spin multiplicity: 1
DFT total energy: -6357.234 eV
HOMO: -9.7 eV

CARTESIAN COORDINATES (ANGSTROEM)
C1 2.3227 0.5725 0.2067
C2 1.1792 -0.3985 -0.0096
O1 -0.0082 0.3453 -0.1428
C3 -1.1457 -0.4433 -0.4157
C4 -2.3575 0.2633 0.1592
H1 3.2552 0.0387 0.4192
H2 2.0950 1.2275 1.0524
H3 2.4710 1.2019 -0.6749
H4 1.3618 -1.0230 -0.9018
H5 1.0959 -1.0849 0.8498
H6 -1.0413 -1.4420 0.0383
H7 -1.2519 -0.5897 -1.5029
H8 -3.2739 -0.2971 -0.0494
H9 -2.4543 1.2638 -0.2718
H10 -2.2479 0.3654 1.2433

[2]
Here is one molecule with the formula C18H26N6O4 from the Open Molecules 2025 dataset. Energies are from ωB97M-V/def2-TZVPD.

Output
SMILES: Cc1n[nH]c(C)c1CC(=O)N1CC(=O)NC[C@H]1C(=O)N[C@H]1CCCN(C)C1=O
spin multiplicity: 1
DFT total energy: -36220.925 eV
HOMO: -9.0 eV

CARTESIAN COORDINATES (ANGSTROEM)
C1 -4.0516 1.7183 -4.0854
C2 -3.2679 2.1831 -2.9001
N1 -2.9911 3.4654 -2.7368
N2 -2.2619 3.5195 -1.6093
C3 -2.0649 2.3124 -1.0404
C4 -1.2562 2.1131 0.1962
C5 -2.7131 1.4059 -1.8523
C6 -2.7673 -0.0774 -1.6503
C7 -1.4559 -0.7641 -1.2889
O1 -1.4606 -1.6611 -0.4524
N3 -0.2953 -0.3830 -1.8946
C8 -0.2221 0.3355 -3.1651
C9 0.3139 -0.5829 -4.2578
O2 -0.1741 -0.6486 -5.3669
N4 1.3659 -1.3218 -3.8298
C10 1.9848 -1.0106 -2.5540
C11 0.9377 -1.0450 -1.4478
C12 1.4777 -0.3485 -0.1908
O3 2.3622 0.4879 -0.2469
N5 0.8461 -0.7045 0.9520
C13 1.3971 -0.3766 2.2394
C14 0.3318 0.0078 3.2530
C15 1.0202 0.2994 4.5753
C16 1.7274 -0.9414 5.0856
N6 2.5185 -1.6159 4.0653
C17 3.3514 -2.6955 4.5619
C18 2.2914 -1.5299 2.7243
O4 2.8065 -2.2824 1.9167
H1 -4.3022 0.6614 -4.0048
H2 -4.9800 2.2805 -4.1764
H3 -3.4832 1.8582 -5.0057
H4 -1.9392 4.4129 -1.2824
H5 -1.4747 1.1400 0.6345
H6 -0.1844 2.1429 -0.0167
H7 -1.4792 2.8769 0.9432
H8 -3.4502 -0.3613 -0.8502
H9 -3.1440 -0.5603 -2.5572
H10 -1.1983 0.6755 -3.4780
H11 0.4241 1.2131 -3.0649
H12 1.8133 -1.9343 -4.4914
H13 2.7542 -1.7467 -2.3334
H14 2.4654 -0.0315 -2.5649
H15 0.6863 -2.0773 -1.2027
H16 0.1593 -1.4431 0.8781
H17 2.0656 0.4742 2.0795
H18 -0.2204 0.8753 2.8895
H19 -0.3863 -0.8114 3.3704
H20 1.7446 1.1066 4.4362
H21 0.3059 0.6306 5.3298
H22 2.3947 -0.6806 5.9106
H23 0.9916 -1.6518 5.4865
H24 3.8837 -3.1431 3.7302
H25 4.0634 -2.3049 5.2911
H26 2.7393 -3.4606 5.0492

[3]
Here is one molecule with the formula C3H4N2S in a non-equilibrium geometry from the Open Molecules 2025 dataset. Energies are from ωB97M-V/def2-TZVPD.

Output
SMILES: S=c1[nH]cc[nH]1
spin multiplicity: 1
DFT total energy: -16991.157 eV
HOMO: -7.5 eV

CARTESIAN COORDINATES (ANGSTROEM)
C1 -1.0092 0.4904 0.0263
C2 1.1332 -0.0617 0.5010
C3 0.7163 -0.8294 -0.5637
H1 -0.0575 1.3610 1.6409
H2 2.0536 0.0139 1.0872
H3 1.2665 -1.5239 -1.1697
H4 -1.0741 -0.8617 -1.6395
N1 0.0907 0.6841 0.8874
N2 -0.5552 -0.5170 -0.8135
S1 -2.5643 1.2444 0.0436

[4]
Here is a 2-piece molecular cluster, O2 overall in a non-equilibrium geometry from the Open Molecules 2025 dataset. Energies are from ωB97M-V/def2-TZVPD.

Output
spin multiplicity: 1
DFT total energy: -4083.646 eV
HOMO: -13.0 eV

CARTESIAN COORDINATES (ANGSTROEM)
O1 0.1405 -0.6133 0.7191
O2 -0.1405 0.6133 -0.7191

[5]
Here is a 5-piece molecular cluster, C35H59Cl2FINO12P overall in a non-equilibrium geometry from the Open Molecules 2025 dataset. Energies are from ωB97M-V/def2-TZVPD.

Output
spin multiplicity: 1
DFT total energy: -108444.080 eV
HOMO: -10.8 eV
charge: +1

CARTESIAN COORDINATES (ANGSTROEM)
C1 -2.7741 -1.7451 5.0312
C2 -2.1560 -1.9191 3.5558
C3 -3.1193 -1.7666 2.3385
C4 -2.4969 -1.9407 0.9315
C5 -0.9563 -2.2110 0.7370
C6 0.0460 -2.3238 1.9380
C7 1.6408 -2.5549 1.7368
C8 2.2412 -1.0871 1.4187
C9 2.6654 -0.2644 2.6959
I1 2.5820 -0.9525 4.7381
C10 3.1994 1.1646 2.4440
C11 3.6243 2.0656 3.7146
O1 2.8139 2.8017 4.3294
O2 4.9757 1.9776 4.1359
C12 3.3015 1.7448 0.9702
P1 3.9202 3.5186 0.8981
O3 4.0553 4.1333 -0.6800
Cl1 2.3033 4.6482 1.7502
C13 2.8908 0.8011 -0.1882
C14 3.0587 1.4084 -1.6698
C15 4.5972 1.4966 -2.1345
O4 5.5552 1.2671 -1.3792
F1 4.8070 1.9187 -3.4918
N1 2.3851 -0.5592 0.0622
C16 2.0275 -1.4036 -1.1395
C17 3.3576 -2.0684 -1.8275
C18 4.6453 -2.0381 -0.8316
Cl2 3.7178 -1.4041 -3.4959
C19 -0.6161 -2.1947 3.3641
H1 -2.7375 -0.6047 5.2430
H2 -3.8775 -2.0293 5.0506
H3 -2.1347 -2.2347 5.8393
H4 -4.2322 -1.5380 2.4469
H5 -3.1718 -1.8706 0.0086
H6 -0.6272 -2.3198 -0.3500
H7 1.8499 -3.2982 0.8742
H8 2.1210 -3.0351 2.6642
H9 5.2531 1.0560 3.8803
H10 4.0172 5.1230 -0.5866
H11 2.5427 2.4450 -1.6358
H12 2.5136 0.8333 -2.4888
H13 1.4042 -0.8029 -1.9083
H14 1.3669 -2.2969 -0.8736
H15 3.1465 -3.1971 -1.9764
H16 5.5139 -2.6002 -1.3513
H17 4.3496 -2.7159 0.0588
H18 4.9280 -0.9889 -0.4899
H19 -0.0228 -2.2921 4.3297
C20 1.6639 0.9525 -5.9883
O5 1.1844 1.5975 -4.8137
C21 1.2225 3.0209 -4.9214
C22 -0.1648 3.5927 -5.1973
O6 -0.6237 3.2290 -6.4967
C23 -1.5820 2.1805 -6.4578
H20 1.4330 -0.1117 -5.9129
H21 1.1907 1.3486 -6.8897
H22 2.7503 1.0709 -6.0586
H23 1.9359 3.3358 -5.6905
H24 1.5753 3.4046 -3.9582
H25 -0.1040 4.6851 -5.1751
H26 -0.8777 3.2785 -4.4274
H27 -2.5281 2.5562 -6.0571
H28 -1.2331 1.3345 -5.8581
H29 -1.7495 1.8350 -7.4798
C24 6.9063 -4.3871 -3.5535
O7 5.5716 -4.4320 -4.0390
C25 5.4455 -3.8493 -5.3364
C26 5.3435 -4.9207 -6.4176
O8 6.5699 -5.6353 -6.5541
C27 6.5188 -6.9176 -5.9438
H30 6.9655 -5.0085 -2.6577
H31 7.6173 -4.7689 -4.2898
H32 7.1698 -3.3583 -3.2843
H33 6.2764 -3.1649 -5.5403
H34 4.5213 -3.2642 -5.3340
H35 5.1513 -4.4320 -7.3778
H36 4.5121 -5.6039 -6.2140
H37 5.8825 -7.5846 -6.5328
H38 6.1498 -6.8626 -4.9153
H39 7.5309 -7.3268 -5.9273
C28 -6.2232 4.0629 6.6847
O9 -6.2793 2.9178 7.5240
C29 -6.5010 1.7164 6.7897
C30 -5.2103 0.9183 6.6326
O10 -4.2835 1.5948 5.7833
C31 -3.2446 2.2303 6.5158
H40 -5.8676 4.9057 7.2798
H41 -5.5390 3.9158 5.8449
H42 -7.2245 4.2977 6.3088
H43 -6.9503 1.9314 5.8137
H44 -7.2155 1.1187 7.3642
H45 -5.4450 -0.0364 6.1508
H46 -4.7626 0.7028 7.6085
H47 -2.5629 1.4776 6.9240
H48 -3.6405 2.8514 7.3242
H49 -2.6863 2.8699 5.8290
C32 -4.5012 1.5483 0.8476
O11 -5.2861 0.9520 1.8699
C33 -6.0384 1.9147 2.6081
C34 -7.5026 1.9197 2.1802
O12 -7.6512 2.4136 0.8503
C35 -7.8707 1.3724 -0.0910
H50 -4.1069 0.7534 0.2114
H51 -5.0919 2.2287 0.2293
H52 -3.6598 2.0897 1.2930
H53 -5.5983 2.9132 2.5106
H54 -5.9811 1.6239 3.6616
H55 -8.0567 2.5989 2.8357
H56 -7.9424 0.9215 2.2790
H57 -8.8766 0.9615 0.0369
H58 -7.1276 0.5753 0.0058
H59 -7.7936 1.7984 -1.0934

[6]
Here is a 2-piece molecular cluster, C6H8OP2 overall from the Open Molecules 2025 dataset. Energies are from ωB97M-V/def2-TZVPD.

Output
spin multiplicity: 1
DFT total energy: -26975.369 eV
HOMO: -8.7 eV

CARTESIAN COORDINATES (ANGSTROEM)
C1 -2.4256 -0.0826 -0.2438
C2 -1.5971 1.0046 -0.0178
C3 -1.8920 -1.2532 -0.7571
C4 -0.2455 0.9247 -0.2948
C5 -0.5404 -1.3429 -1.0352
C6 0.2903 -0.2543 -0.7998
O1 1.6297 -0.3003 -1.0454
P1 2.0556 0.2533 2.5095
P2 3.2623 1.3453 1.3197
H1 -3.4804 -0.0214 -0.0264
H2 -2.0040 1.9233 0.3785
H3 -2.5302 -2.1046 -0.9375
H4 0.4128 1.7646 -0.1312
H5 -0.1237 -2.2572 -1.4372
H6 0.9891 1.1618 2.4846
H7 1.8798 -1.1840 -1.3439
H8 4.3192 0.4228 1.3777

Number 1: orbital gap 10.9171 eV. Number 2: orbital gap 9.5382 eV. Number 3: orbital gap 8.2018 eV. Number 4: orbital gap 7.3061 eV. Number 5: orbital gap 6.0301 eV. Number 6: orbital gap 8.0948 eV.